Record 1
Density functional theory data (wB97M-V/def2-TZVPD) for a molecular structure, C60H34I4N7O2RuSe.

2S+1: 2
max |F|: 0.036 Eh/bohr
highest occupied orbital energy (spin up / spin down): -6.414 / -6.717 eV
expectation value of S²: 0.976

Geometry as XYZ:
```
109
Properties=species:S:1:pos:R:3:forces:R:3:mulliken_spin:R:1
Ru 0.288 -0.451 0.403 -1.21 -0.33 -1.35 -0.031
I -0.960 4.941 7.441 0.00 -0.05 -0.26 0.001
C -0.813 4.347 5.427 0.06 0.07 0.32 0.026
C 0.426 4.012 4.907 0.01 0.04 0.01 -0.011
C 0.512 3.559 3.602 -0.15 -0.06 -0.05 0.034
C -0.629 3.433 2.799 0.01 0.06 0.15 -0.015
C -1.859 3.804 3.347 0.02 0.04 -0.08 0.052
C -1.956 4.265 4.650 -0.08 -0.02 0.01 -0.009
C -0.546 2.740 1.500 0.00 0.09 -0.75 0.254
C -1.278 1.424 1.457 0.05 0.53 0.49 0.051
C -2.666 1.022 1.909 -0.24 -0.16 -0.50 -0.012
C -2.666 -0.424 1.467 0.05 0.90 -0.23 0.014
C -1.738 -0.375 0.265 1.32 -0.32 1.23 0.003
C -1.852 -2.881 -0.817 -0.89 0.82 -0.04 0.016
C -2.820 -3.785 -1.526 0.10 0.01 0.21 0.000
C -3.882 -3.278 -2.266 0.04 0.00 -0.04 0.002
C -4.833 -4.127 -2.818 -0.02 0.00 -0.05 0.000
C -4.710 -5.493 -2.632 -0.23 -0.20 -0.14 0.000
I -6.174 -6.786 -3.415 0.20 0.17 0.08 0.000
C -3.639 -6.025 -1.929 0.06 -0.04 0.02 0.000
C -2.703 -5.168 -1.375 -0.11 0.01 -0.03 0.001
C -0.625 -2.608 -1.444 0.68 0.23 0.09 -0.003
N 0.295 -1.671 -1.142 -0.05 -0.31 -0.38 0.010
C 1.337 -1.732 -2.049 0.38 0.22 -0.15 -0.008
C 2.277 -0.743 -2.148 -0.42 -0.13 -0.03 0.033
C 3.493 -0.883 -2.981 0.18 0.00 -0.05 0.067
C 4.723 -0.604 -2.378 -0.06 -0.07 0.01 0.013
C 5.903 -0.700 -3.093 0.00 0.04 0.03 -0.012
C 5.858 -1.069 -4.429 0.27 -0.03 -0.17 0.010
I 7.648 -1.211 -5.529 -0.25 0.03 0.15 0.000
C 4.652 -1.342 -5.050 0.03 0.00 -0.06 -0.006
C 3.473 -1.246 -4.325 -0.11 0.03 0.03 0.022
C 0.886 0.955 -0.992 -0.02 -0.75 0.24 0.034
C 0.074 1.154 -2.296 0.05 0.01 0.01 0.102
C 0.916 1.441 -3.296 -0.07 -0.07 -0.09 -0.071
C 2.278 1.490 -2.670 -0.16 0.10 -0.02 0.426
N 2.179 0.530 -1.561 0.19 0.13 -0.11 0.019
C 2.615 2.802 -2.246 0.07 -0.01 0.55 -0.186
C 2.119 3.115 -0.976 0.02 -0.23 -0.57 0.281
C 2.178 4.325 -0.242 -0.22 0.14 0.31 -0.144
C 1.206 4.275 0.709 0.42 0.20 -0.21 0.193
C 0.519 3.013 0.633 -0.60 -0.23 0.45 -0.192
N 1.137 2.296 -0.395 0.26 0.13 -0.04 -0.012
C 3.128 3.776 -3.205 0.07 0.12 -0.15 0.037
C 2.710 5.110 -3.239 -0.01 -0.08 -0.01 -0.036
C 3.226 5.995 -4.171 -0.02 0.03 0.02 0.017
C 4.159 5.546 -5.093 0.11 0.19 -0.23 -0.032
I 4.950 6.892 -6.505 -0.10 -0.18 0.19 -0.001
C 4.560 4.220 -5.110 0.01 0.02 -0.06 0.022
C 4.043 3.343 -4.171 -0.04 -0.02 0.07 -0.021
C 1.085 -2.852 -2.929 -0.02 -0.07 0.00 0.001
C -0.144 -3.322 -2.625 0.02 -0.10 -0.06 0.003
N -1.289 0.834 0.087 -0.09 -0.32 -0.34 0.006
H 1.317 4.072 5.518 -0.01 -0.01 0.01 0.000
H 1.473 3.240 3.219 0.01 -0.02 -0.05 -0.005
H -2.758 3.735 2.748 0.01 -0.03 -0.02 0.000
H -2.919 4.538 5.059 0.01 0.01 0.00 0.000
H -3.519 1.679 1.809 0.06 0.06 0.28 -0.007
H -2.240 -0.999 2.292 -0.14 -0.28 -0.10 0.000
H -3.968 -2.208 -2.411 0.02 0.01 0.01 0.000
H -5.661 -3.727 -3.387 0.00 0.02 0.02 0.000
H -3.532 -7.096 -1.818 -0.03 0.01 0.02 0.000
H -1.865 -5.578 -0.820 0.01 0.02 0.00 0.000
H 4.745 -0.325 -1.332 -0.01 0.05 0.00 0.004
H 6.846 -0.485 -2.611 0.00 -0.02 -0.01 0.000
H 4.623 -1.613 -6.097 0.00 0.00 0.01 0.000
H 2.530 -1.420 -4.826 -0.01 0.03 0.03 0.000
H -1.004 1.137 -2.321 0.01 0.03 -0.06 -0.005
H 0.680 1.727 -4.311 -0.06 0.03 0.04 -0.006
H 2.866 5.129 -0.441 -0.02 0.02 0.01 -0.006
H 0.939 5.059 1.397 0.01 -0.03 0.05 0.009
H 1.940 5.447 -2.559 0.02 0.02 0.03 0.001
H 2.889 7.022 -4.186 0.01 0.00 -0.01 0.000
H 5.274 3.873 -5.845 0.00 -0.01 0.01 0.001
H 4.355 2.305 -4.170 0.04 0.01 0.04 -0.024
H 1.742 -3.196 -3.711 -0.05 -0.03 0.01 0.000
H -0.679 -4.121 -3.111 0.06 -0.02 -0.01 0.000
O 1.059 -4.200 0.609 -0.19 -0.08 0.10 0.001
C 0.241 -3.469 1.113 0.08 0.03 -0.11 0.004
O 0.337 -2.320 1.668 -0.19 -0.25 -0.08 0.002
C -1.253 -3.791 1.324 -0.05 0.71 0.07 0.001
C -1.670 -4.513 2.437 -0.05 -0.25 0.03 -0.001
C -2.949 -4.366 2.894 0.04 0.10 -0.02 0.002
C -3.747 -3.324 2.370 0.27 -0.12 -0.33 -0.001
C -4.921 -2.899 3.033 -0.24 0.40 -0.03 0.012
C -5.624 -1.775 2.621 -0.23 -0.45 0.37 -0.001
C -5.168 -1.009 1.583 0.74 0.23 -0.20 0.009
C -3.898 -1.309 0.911 -0.70 -0.51 -0.02 -0.005
C -3.310 -2.656 1.210 -0.25 0.03 0.04 0.004
N -2.131 -3.013 0.629 0.59 -0.80 0.17 0.002
H -0.960 -5.177 2.910 -0.01 0.00 0.00 0.000
H -3.318 -4.954 3.724 0.01 0.03 0.03 0.000
H -5.255 -3.458 3.898 0.00 -0.04 -0.02 0.001
H -6.541 -1.506 3.127 0.03 0.00 0.01 0.000
H -5.709 -0.138 1.239 -0.03 0.01 0.07 0.001
H -3.953 -1.107 -0.156 0.07 0.10 0.00 0.001
Se 2.555 -0.487 1.194 0.93 0.45 -0.61 0.048
N -0.169 0.590 2.035 -0.17 -0.12 1.74 -0.033
C 0.082 0.350 3.314 -0.02 0.06 -1.20 0.010
C -0.857 0.618 4.357 -0.24 0.13 0.63 -0.033
C -0.566 0.377 5.664 -0.32 0.19 -0.57 0.022
C 0.701 -0.130 6.041 0.75 -0.29 0.00 -0.017
C 1.641 -0.378 5.091 -0.20 0.13 0.75 0.025
C 1.398 -0.161 3.701 0.54 0.02 -0.82 -0.020
N 2.452 -0.327 2.913 -0.58 -0.28 1.35 0.044
H -1.835 0.983 4.067 -0.01 0.04 0.02 0.005
H -1.313 0.567 6.426 -0.03 0.02 -0.03 0.002
H 0.925 -0.316 7.084 -0.04 -0.03 -0.01 -0.001
H 2.611 -0.781 5.350 0.03 0.08 -0.01 0.001
```
Positions in Å, forces in eV/Å.

Record 2
Density functional theory data (wB97M-V/def2-TZVPD) for 7 unconnected molecules or ions with the total composition C37H55F18IO15.

structure (SMILES): CCCC[C@H](CO[C@H](CCC)CC(=O)I)OC.CCOC(=O)C(F)(F)F.CCOC(=O)C(F)(F)F.CCOC(=O)C(F)(F)F.CCOC(=O)C(F)(F)F.CCOC(=O)C(F)(F)F.CCOC(=O)C(F)(F)F
max |F|: 0.187 Eh/bohr
highest occupied orbital energy: -9.704 eV

Geometry as XYZ:
```
126
Properties=species:S:1:pos:R:3:forces:R:3:mulliken_charge:R:1
C 0.976 3.698 -3.772 0.01 0.59 -0.41 -0.815
C 0.463 3.599 -2.219 0.73 -0.08 -0.03 -0.471
C 0.287 2.077 -1.638 -1.91 0.32 0.08 -0.109
C -0.986 1.329 -2.423 0.88 0.70 -0.23 -0.876
C -1.201 -0.235 -1.950 -0.53 0.50 -0.67 0.730
C -1.258 -1.244 -3.265 -1.51 0.24 0.59 -0.701
O -0.175 -2.238 -3.307 0.18 1.72 -1.86 -0.384
C 0.662 -2.108 -4.510 1.15 -1.11 -1.08 0.397
C -0.149 -2.392 -5.930 0.71 0.23 -0.59 -0.468
C 0.764 -2.005 -7.269 -1.27 -0.70 -0.72 -0.039
C -0.241 -2.321 -8.568 0.18 -0.24 0.96 -1.036
C 1.799 -3.331 -4.414 -1.39 -0.76 0.61 -0.560
C 2.782 -3.202 -3.109 1.66 7.04 0.84 0.108
O 3.254 -2.003 -2.675 -3.29 -8.46 -3.14 -0.493
I 3.270 -5.120 -2.081 -0.27 1.46 -0.68 0.014
O -2.565 -0.332 -1.331 2.20 0.66 1.18 -0.413
C -2.549 0.186 0.046 -1.18 0.05 1.25 -0.343
H 2.122 3.955 -3.822 -2.26 -0.52 0.12 0.282
H 0.387 4.581 -4.312 1.37 -1.92 1.10 0.226
H 0.814 2.735 -4.416 0.20 1.72 1.37 0.179
H -0.549 4.182 -2.146 1.87 -1.24 0.08 0.289
H 1.274 4.158 -1.560 -1.84 -1.08 -1.26 0.290
H 1.245 1.409 -1.727 -1.74 1.40 0.22 0.133
H -0.088 2.181 -0.509 1.27 -0.34 -2.29 0.150
H -1.989 1.938 -2.254 2.10 -1.32 -0.17 0.242
H -0.732 1.447 -3.577 -0.67 -0.61 2.32 0.173
H -0.380 -0.526 -1.165 -1.50 0.29 -1.58 0.255
H -1.336 -0.551 -4.204 0.52 -1.50 1.60 0.183
H -2.277 -1.861 -3.216 2.18 1.43 0.09 0.151
H 1.273 -1.109 -4.579 -1.46 -1.59 0.35 0.101
H -0.398 -3.540 -6.042 0.40 2.28 0.49 0.265
H -1.153 -1.782 -6.024 2.03 -1.22 0.44 0.289
H 1.682 -2.734 -7.393 -1.69 1.72 0.41 0.056
H 1.072 -0.877 -7.312 -0.40 -2.23 0.31 0.248
H -0.679 -3.395 -8.373 0.85 2.05 -0.66 0.268
H 0.330 -2.295 -9.590 -1.16 0.01 2.00 0.310
H -1.144 -1.574 -8.555 1.79 -1.35 -0.18 0.298
H 1.150 -4.319 -4.249 1.55 2.05 -0.31 0.450
H 2.374 -3.474 -5.441 -0.89 0.54 2.41 0.150
H -1.990 1.205 0.187 -0.91 -1.93 -0.52 0.206
H -3.685 0.380 0.357 2.44 -0.41 -0.84 0.146
H -2.145 -0.594 0.849 -0.55 1.53 -1.92 0.097
C 4.426 -1.270 -0.106 0.15 -0.20 0.41 -0.890
C 4.893 0.172 -0.044 0.22 -0.63 -0.73 -0.254
O 4.409 0.811 1.147 0.68 0.31 2.17 -0.285
C 5.107 0.551 2.299 1.63 -1.80 -2.62 0.080
O 6.091 -0.185 2.350 -2.33 1.94 0.53 -0.529
C 4.520 1.327 3.474 -1.17 0.97 1.95 1.192
F 3.159 1.247 3.531 1.18 -0.16 -0.35 -0.264
F 4.818 2.656 3.411 -0.23 -1.11 -0.75 -0.286
F 4.974 0.892 4.683 -0.41 -0.42 -1.67 -0.266
H 3.336 -1.326 -0.016 0.14 0.06 -0.22 0.219
H 4.729 -1.736 -1.048 -0.12 0.20 0.27 0.254
H 4.843 -1.857 0.718 0.08 0.14 -0.08 0.399
H 4.480 0.727 -0.892 -0.09 0.12 0.40 0.331
H 5.985 0.248 -0.110 -0.20 0.00 0.27 0.308
C 7.064 -2.764 -7.279 -0.22 -0.26 0.14 -1.008
C 6.906 -2.276 -8.707 0.35 0.53 0.58 -0.185
O 6.307 -3.291 -9.527 -1.98 -0.56 -0.47 -0.334
C 4.944 -3.416 -9.435 0.83 2.52 2.08 0.395
O 4.243 -2.722 -8.701 1.19 -1.94 -1.91 -0.506
C 4.434 -4.492 -10.389 -0.97 -2.05 -1.59 0.846
F 5.176 -5.636 -10.337 -0.40 1.21 0.28 -0.244
F 4.463 -4.080 -11.688 0.14 0.10 1.24 -0.250
F 3.148 -4.865 -10.136 1.28 0.76 0.15 -0.233
H 7.623 -3.705 -7.254 0.05 0.20 -0.05 0.304
H 7.589 -2.022 -6.672 -0.05 -0.07 -0.13 0.364
H 6.091 -2.960 -6.818 0.11 0.15 -0.07 0.235
H 7.893 -2.065 -9.133 -0.27 -0.28 -0.19 0.319
H 6.329 -1.345 -8.756 -0.09 -0.32 -0.03 0.294
C -6.233 -2.226 -0.603 0.00 0.35 -0.13 -1.026
C -7.398 -2.658 0.269 0.46 -0.64 -0.49 -0.287
O -7.970 -1.529 0.947 -1.50 1.48 -0.39 -0.262
C -8.828 -0.753 0.210 1.00 -2.56 -2.24 0.318
O -9.112 -0.976 -0.965 0.32 1.04 2.93 -0.528
C -9.399 0.378 1.060 -1.19 1.99 1.01 0.959
F -8.444 1.019 1.795 -0.31 -0.70 -1.69 -0.301
F -10.327 -0.071 1.954 0.83 -0.06 -0.90 -0.258
F -10.017 1.342 0.322 0.79 -1.30 0.40 -0.256
H -5.494 -1.675 -0.012 -0.04 -0.21 -0.02 0.228
H -5.748 -3.093 -1.059 -0.07 0.09 0.11 0.391
H -6.564 -1.556 -1.402 -0.01 -0.19 0.06 0.351
H -7.040 -3.345 1.043 -0.21 0.37 0.11 0.331
H -8.160 -3.192 -0.309 0.02 0.33 0.09 0.327
C -8.866 1.367 4.516 0.06 -0.35 0.40 -0.725
C -8.399 2.809 4.577 0.20 -0.57 -0.65 -0.222
O -8.883 3.448 5.769 0.67 0.25 1.99 -0.315
C -8.185 3.188 6.921 1.67 -1.78 -2.45 0.382
O -7.201 2.452 6.971 -2.34 1.91 0.45 -0.516
C -8.773 3.964 8.096 -1.05 1.16 2.18 0.836
F -10.133 3.884 8.153 1.18 -0.18 -0.40 -0.239
F -8.474 5.293 8.032 0.01 -1.15 -0.35 -0.244
F -8.318 3.529 9.304 -0.16 0.11 -1.50 -0.236
H -9.956 1.311 4.606 0.10 0.09 -0.14 0.302
H -8.564 0.901 3.574 -0.14 0.26 1.01 0.018
H -8.449 0.780 5.340 0.04 0.15 -0.08 0.369
H -8.812 3.364 3.729 -0.08 0.14 0.39 0.294
H -7.307 2.885 4.511 -0.20 -0.01 0.26 0.315
C 5.833 3.052 5.974 0.29 0.03 0.38 -0.754
C 6.301 4.494 6.036 0.21 -0.55 -0.60 -0.383
O 5.817 5.133 7.227 0.66 0.25 1.98 -0.332
C 6.515 4.873 8.379 1.68 -1.78 -2.43 0.372
O 7.499 4.137 8.430 -2.35 1.92 0.44 -0.516
C 5.927 5.649 9.554 -1.04 1.17 2.19 0.851
F 4.566 5.569 9.611 1.17 -0.18 -0.40 -0.240
F 6.226 6.978 9.491 0.01 -1.16 -0.36 -0.244
F 6.382 5.214 10.763 -0.16 0.11 -1.51 -0.236
H 4.744 2.996 6.064 0.16 0.10 -0.16 0.307
H 6.136 2.586 5.032 0.17 0.49 0.66 0.131
H 6.250 2.465 6.798 0.06 0.11 -0.12 0.390
H 5.887 5.049 5.187 -0.08 0.13 0.39 0.345
H 7.392 4.570 5.970 -0.20 -0.02 0.26 0.309
C 0.228 -0.703 6.844 -0.37 0.04 -0.03 -1.164
C 1.034 -1.377 5.749 0.39 0.62 0.49 -0.011
O 0.232 -2.340 5.049 -1.32 0.03 -1.65 -0.321
C -0.618 -1.840 4.095 1.64 2.76 1.27 0.388
O -0.719 -0.644 3.831 -0.16 -3.03 0.20 -0.526
C -1.371 -2.969 3.398 -1.44 -1.96 -1.12 0.863
F -1.877 -3.885 4.273 0.60 1.05 -0.45 -0.252
F -0.571 -3.665 2.540 -0.30 0.88 0.81 -0.254
F -2.429 -2.529 2.659 1.17 0.06 0.85 -0.227
H -0.208 -1.449 7.516 0.20 0.06 -0.04 0.311
H 0.858 -0.025 7.428 -0.03 -0.12 -0.10 0.378
H -0.603 -0.127 6.427 0.20 0.00 0.00 0.312
H 1.871 -1.924 6.196 -0.29 -0.20 -0.26 0.345
H 1.462 -0.646 5.053 -0.28 -0.16 -0.01 0.173
```
Positions in Å, forces in eV/Å.

Number 2 is which compound? C37H55F18IO15

max |F| of number 2 (C37H55F18IO15)? 0.187 Eh/bohr